[1]
ORCA calculation (the ωB97M-V functional and the def2-TZVPD basis) on a cluster of 16 separate species, C38H52FN18O2S in total.

## Properties
LUMO level   -3.73 eV
Total charge   +1

Structure (XYZ):
```
112
Properties=species:S:1:pos:R:3:mulliken_charge:R:1
O -2.30683 3.53424 -0.93562 -0.62
S -1.53469 2.84794 -1.91277 1.54
O -0.71750 1.84716 -1.34172 -0.47
F -2.50568 2.33592 -2.97566 -0.18
C -0.55773 4.08003 -2.63763 -0.57
N -0.80148 5.45033 -2.58609 0.13
C 0.14435 6.09391 -3.23320 -0.51
N 1.01427 5.19331 -3.71133 0.25
C 0.59144 3.92944 -3.35920 0.13
C 1.36351 2.75042 -3.79888 0.22
C 1.31593 2.37790 -5.13589 -0.38
C 2.10143 1.29766 -5.48966 -0.77
C 2.85529 0.69381 -4.49595 -0.27
N 2.87699 1.02688 -3.21117 -0.49
C 2.11858 2.06633 -2.86142 -0.35
H -1.59355 5.89593 -2.13753 0.29
H 0.25189 7.15850 -3.39725 0.58
H 1.85398 5.37737 -4.23941 0.27
H 0.71553 2.90943 -5.85763 0.51
H 2.14394 0.96047 -6.50930 0.45
H 3.49205 -0.12972 -4.78637 0.47
H 2.14521 2.36992 -1.82619 0.64
C -5.21610 -0.01320 -1.94659 -0.30
C -6.58440 0.47681 -1.85360 0.27
N -7.65963 0.86542 -1.79252 -0.41
H -5.15865 -0.78574 -2.70953 0.27
H -4.54748 0.80413 -2.20954 -0.03
H -4.90705 -0.43645 -0.99247 0.18
C -1.98226 0.45008 1.23820 -0.46
C -1.74528 -0.75556 2.01443 0.09
N -1.51960 -1.67490 2.65606 -0.40
H -1.86231 0.23874 0.17826 0.24
H -2.99330 0.81057 1.42104 0.24
H -1.27192 1.22057 1.53079 0.36
C 0.61723 -2.90561 4.88648 -0.57
C 1.72662 -2.21554 5.52679 0.28
N 2.58374 -1.60585 5.97849 -0.45
H 0.90054 -3.92260 4.61999 0.36
H -0.23585 -2.93923 5.56214 0.25
H 0.33419 -2.36106 3.99184 0.18
C -1.22263 -6.36209 5.09044 -0.73
C 0.03449 -6.61300 5.78966 0.35
N 1.02052 -6.80828 6.33736 -0.38
H -2.01295 -6.97109 5.52377 0.31
H -1.49420 -5.31213 5.17869 0.23
H -1.11690 -6.61365 4.03707 0.25
C 2.86557 -3.05668 -2.40772 -0.93
C 3.93717 -2.33951 -3.08633 0.38
N 4.78124 -1.78355 -3.62698 -0.55
H 1.90729 -2.79891 -2.85229 0.36
H 3.01926 -4.12710 -2.49960 0.41
H 2.85798 -2.79244 -1.35258 0.32
C 1.74900 9.08190 -6.35389 -0.82
C 1.23951 9.09479 -4.98718 0.45
N 0.82029 9.11787 -3.91957 -0.50
H 0.93631 8.87669 -7.04783 0.29
H 2.18291 10.05123 -6.59039 0.31
H 2.51570 8.31662 -6.45860 0.28
C 0.10043 1.02412 5.96542 -0.45
C -0.60585 1.32422 4.72370 0.32
N -1.16529 1.54989 3.74859 -0.38
H 0.25451 -0.04961 6.04408 -0.02
H 1.06851 1.51934 5.96792 0.29
H -0.47634 1.37121 6.81844 0.11
C -1.14632 -3.81787 -0.67685 -0.62
C -0.13028 -4.53520 -1.43270 0.42
N 0.67028 -5.10120 -2.02393 -0.45
H -1.33600 -4.32397 0.26326 0.29
H -0.80110 -2.80428 -0.47548 0.15
H -2.07061 -3.78059 -1.24713 0.23
C -8.51374 -2.28082 -4.13555 -0.77
C -7.30528 -2.69198 -3.43285 0.38
N -6.35183 -3.00750 -2.88077 -0.40
H -9.36602 -2.84383 -3.76130 0.27
H -8.68796 -1.21882 -3.97086 0.27
H -8.40150 -2.46742 -5.20154 0.28
C 6.93762 -4.35485 -1.96806 -0.73
C 5.77613 -4.58340 -1.11570 0.45
N 4.85922 -4.76264 -0.45092 -0.47
H 7.72373 -3.86659 -1.39394 0.24
H 7.31139 -5.30421 -2.34597 0.28
H 6.65616 -3.71948 -2.80621 0.23
C 0.66858 2.70876 10.21874 -0.79
C -0.03728 2.99967 8.97698 0.42
N -0.59158 3.22906 8.00122 -0.44
H 0.82697 1.63609 10.31030 0.27
H 1.63247 3.21303 10.22076 0.27
H 0.08137 3.05691 11.06571 0.28
C 3.06946 5.68141 -0.20633 -0.59
C 4.05523 4.91036 -0.95940 0.35
N 4.84412 4.31749 -1.54122 -0.37
H 2.85209 5.18324 0.73644 0.28
H 3.45833 6.67637 -0.00023 0.33
H 2.14766 5.77260 -0.77984 0.04
C -5.16619 -7.21165 -1.61510 -0.80
C -4.05668 -6.53423 -0.96041 0.32
N -3.18345 -6.00358 -0.44427 -0.33
H -4.84218 -8.18694 -1.97294 0.28
H -5.98440 -7.34307 -0.90993 0.27
H -5.50964 -6.61307 -2.45546 0.24
C 7.53490 -5.43813 2.41325 -0.70
C 8.58315 -4.70452 1.71221 0.35
N 9.40653 -4.12905 1.16154 -0.40
H 6.56467 -5.19015 1.98561 0.21
H 7.70307 -6.50858 2.31705 0.25
H 7.54183 -5.16988 3.46756 0.28
C -4.27575 4.19620 2.14244 -0.38
C -4.48070 5.63472 2.02849 0.20
N -4.64459 6.76399 1.93579 -0.37
H -5.19063 3.66948 1.87707 0.28
H -3.47787 3.89450 1.46620 -0.03
H -3.99537 3.93603 3.16169 0.31
```

=====

[2]
ORCA calculation (the ωB97M-V functional and the def2-TZVPD basis) on a structure of composition C38H53BrMgNPS3Si.

## Properties
LUMO level   3.85 eV
Total charge   -2

Structure (XYZ):
```
99
Properties=species:S:1:pos:R:3:mulliken_charge:R:1
Mg -0.29974 0.73311 -1.52557 1.93
C -1.54355 4.99790 -0.21124 -1.48
C -1.08986 3.58135 -0.28768 0.75
S 0.22062 3.10097 -1.26011 -0.67
C -1.99314 2.63170 0.42794 0.63
C -3.09628 3.25169 1.24122 -1.82
S -2.01122 0.94816 0.26467 -0.62
H -0.91245 5.62653 -0.85732 0.36
H -1.43942 5.36426 0.82654 0.28
H -2.57988 5.17074 -0.54290 0.23
H -3.87157 3.68969 0.58817 0.29
H -2.66840 4.06821 1.85486 0.28
H -3.58863 2.48247 1.84643 0.38
C -3.23329 1.87917 -3.31434 -1.84
C -3.39544 0.58180 -4.04416 1.18
C -4.70652 0.06355 -4.10718 -0.71
C -4.87580 -1.16734 -4.70422 -0.55
C -3.88097 -1.78940 -5.48987 -0.89
C -2.59282 -1.27459 -5.42311 -0.22
C -2.34109 -0.08272 -4.68813 0.17
P -0.64550 0.37880 -4.27340 0.80
C 0.05035 1.14537 -5.74035 0.62
C -0.75871 1.60815 -6.75925 -1.18
C -0.20618 2.27460 -7.86241 -0.68
C 1.18178 2.33679 -8.00118 -0.67
C 2.01191 1.90572 -6.97265 -0.86
C 1.44312 1.32339 -5.79689 1.07
C 2.42066 1.00200 -4.72816 -1.56
C 0.12909 -1.27009 -4.22345 0.55
C 0.95814 -1.77061 -5.24004 -0.59
C 1.53294 -3.04580 -5.04269 -0.77
C 1.32561 -3.79141 -3.88290 -0.56
C 0.44706 -3.34658 -2.87750 -0.73
C -0.16414 -2.05503 -3.07011 1.48
C -0.98260 -1.45488 -2.04801 -2.95
H -4.12592 2.47147 -3.56088 0.62
H -2.31525 2.43442 -3.58530 0.26
H -3.23003 1.67916 -2.24524 0.16
H -5.55819 0.59046 -3.74997 0.43
H -5.85029 -1.61250 -4.67744 0.37
H -4.13985 -2.65274 -6.07785 0.41
H -1.76395 -1.70151 -5.96390 0.41
H -1.84675 1.45053 -6.65424 0.32
H -0.86292 2.72188 -8.60533 0.40
H 1.63772 2.75391 -8.88360 0.35
H 3.07819 2.05903 -6.99213 0.44
H 3.21113 1.79115 -4.73032 0.58
H 2.99125 0.09181 -4.96406 0.41
H 1.96360 0.98623 -3.73210 -0.27
H 1.13942 -1.24928 -6.18841 0.39
H 2.21557 -3.39490 -5.78101 0.40
H 1.87130 -4.68228 -3.68793 0.39
H 0.32444 -3.91136 -1.95118 0.44
H -0.89478 -1.74789 -1.01705 0.48
H -1.98099 -1.15248 -2.31158 0.59
C -0.41510 1.48313 4.18682 -1.79
C 1.01064 0.86418 4.22504 2.38
C 1.80434 1.40689 5.47090 -1.89
C 1.62255 1.26553 2.84879 -1.58
Si 0.98486 -1.06943 4.48648 -0.56
Br 0.36188 -1.80530 2.37898 -0.34
C -0.32776 -1.65979 5.76761 2.46
C -0.18555 -0.91563 7.10288 -1.93
C -0.26537 -3.16564 6.13057 -2.05
C -1.78688 -1.29969 5.26398 -1.55
C 2.74133 -1.89752 4.71188 2.09
C 3.78052 -1.32668 3.70341 -1.86
C 3.31586 -1.66451 6.12769 -1.55
C 2.62279 -3.43407 4.47234 -1.73
H -0.44927 2.53352 3.87199 0.60
H -0.99080 1.41544 5.13174 0.27
H -1.06019 0.95028 3.48818 0.26
H 1.47974 2.45056 5.65568 0.40
H 2.86523 1.44356 5.28326 0.33
H 1.69910 0.81911 6.36628 0.43
H 1.72780 2.35452 2.90515 0.54
H 0.90889 0.92587 2.07247 0.19
H 2.57333 0.81201 2.52834 0.14
H 0.72750 -1.12357 7.65914 0.36
H -0.98569 -1.19511 7.80483 0.45
H -0.15420 0.17123 6.99261 0.37
H 0.70134 -3.38857 6.66143 0.29
H -0.35701 -3.80209 5.24916 0.35
H -1.11179 -3.34595 6.80549 0.64
H -1.99946 -0.26029 5.65591 0.33
H -2.51812 -2.01883 5.70508 0.46
H -1.91184 -1.30062 4.18939 0.24
H 3.89747 -0.25355 3.86556 0.32
H 3.50879 -1.48039 2.62983 0.26
H 4.76953 -1.81626 3.86713 0.49
H 3.76386 -0.65385 6.14636 0.30
H 4.11105 -2.44092 6.36474 0.46
H 2.59537 -1.75230 6.94089 0.25
H 2.12195 -3.64295 3.54192 0.27
H 2.03284 -3.90000 5.30468 0.29
H 3.65069 -3.87478 4.51311 0.53
S 4.08228 -0.63984 -0.38113 -0.57
C 2.67707 -0.10434 -0.97010 0.30
N 1.67265 0.31390 -1.44197 -0.86
```

=====

In order of appearance, energy relative to the best compared isomer or geometry (same formula, charge and spin) = 0.00, 78.76 kJ/mol.
In order of appearance, HOMO level = -12.62, -0.09 eV.
In order of appearance, gap between HOMO and LUMO = 8.9, 3.9 eV.